{"formula": "C38H47InN4O3P2", "method": "ωB97M-V with the def2-TZVPD basis set", "elements": ["In", "N", "P", "C", "C", "C", "C", "C", "C", "C", "C", "C", "C", "C", "C", "C", "C", "C", "C", "C", "N", "H", "H", "H", "H", "H", "H", "H", "H", "H", "H", "H", "H", "H", "H", "H", "C", "C", "C", "C", "C", "C", "C", "C", "C", "C", "N", "C", "C", "C", "C", "C", "N", "H", "H", "H", "H", "H", "H", "H", "H", "H", "H", "H", "H", "H", "H", "H", "H", "H", "C", "C", "O", "P", "O", "C", "C", "O", "C", "C", "H", "H", "H", "H", "H", "H", "H", "H", "H", "H", "H", "H", "H", "H", "H"], "coordinates": [[0.3000, 0.1303, -0.0629], [-1.9177, 2.2371, 1.0947], [-1.3530, 2.1361, -0.5003], [-2.8491, 2.2264, -1.4797], [-3.4504, 3.4602, -1.7340], [-4.6643, 3.4990, -2.4040], [-5.2703, 2.3206, -2.8224], [-4.6735, 1.0927, -2.5658], [-3.4629, 1.0458, -1.8944], [-0.4342, 3.6742, -0.7376], [0.1456, 4.2975, 0.3674], [0.8580, 5.4778, 0.2077], [0.9846, 6.0449, -1.0519], [0.3963, 5.4352, -2.1540], [-0.3081, 4.2520, -2.0030], [-1.5623, 1.4208, 2.1557], [-2.0651, 1.6609, 3.4351], [-1.6829, 0.8309, 4.4602], [-0.8019, -0.2249, 4.2107], [-0.3482, -0.3925, 2.9324], [-0.7245, 0.4143, 1.9119], [-2.6380, 2.9192, 1.2906], [-2.9792, 4.3851, -1.4233], [-5.1349, 4.4522, -2.6039], [-6.2141, 2.3596, -3.3498], [-5.1505, 0.1763, -2.8867], [-3.0052, 0.0897, -1.6823], [0.0377, 3.8714, 1.3574], [1.2990, 5.9611, 1.0696], [1.5289, 6.9722, -1.1738], [0.4788, 5.8899, -3.1327], [-0.7742, 3.7950, -2.8633], [-2.7374, 2.4920, 3.6008], [-2.0607, 1.0033, 5.4596], [-0.4807, -0.8936, 4.9951], [0.3447, -1.1812, 2.6764], [0.6619, -3.5101, 4.0768], [1.6703, -3.3900, 2.9299], [1.0996, -3.9271, 1.6309], [0.8237, -5.2950, 1.6011], [0.2168, -5.8965, 0.5182], [-0.1449, -5.1222, -0.5722], [0.1332, -3.7656, -0.5998], [-0.2999, -2.9542, -1.7889], [-1.6269, -2.2401, -1.5396], [0.7805, -3.1723, 0.4942], [1.2198, -1.7875, 0.3827], [2.4797, -1.5460, 0.6689], [2.9882, -0.2404, 0.8123], [4.2773, 0.2179, 1.0917], [4.1899, 1.6073, 1.1622], [2.8542, 1.9414, 0.9209], [2.1184, 0.8360, 0.7227], [1.0806, -3.1202, 5.0054], [0.3966, -4.5529, 4.2477], [-0.2677, -2.9824, 3.8580], [2.5525, -3.9783, 3.1911], [2.0208, -2.3619, 2.8370], [1.0955, -5.8947, 2.4618], [0.0240, -6.9608, 0.5218], [-0.6292, -5.5788, -1.4272], [-0.4167, -3.6100, -2.6523], [0.4749, -2.2332, -2.0386], [-2.4199, -2.9576, -1.3275], [-1.9344, -1.6421, -2.3987], [-1.5904, -1.5852, -0.6540], [3.1507, -2.3879, 0.8214], [5.1530, -0.3956, 1.2365], [4.9851, 2.3008, 1.3820], [2.4109, 2.9253, 0.8825], [3.9364, -1.3039, -3.7211], [2.4793, -1.5202, -4.0324], [1.7318, -0.2604, -4.0026], [1.1614, 0.4434, -2.7164], [2.1609, 1.5337, -2.1796], [2.7054, 2.6809, -2.9159], [4.0105, 2.3306, -3.5807], [0.0193, 1.3602, -3.3828], [-0.8569, 0.8417, -4.4292], [-0.4323, 1.3713, -5.7753], [4.4463, -2.2681, -3.7517], [4.0760, -0.8781, -2.7253], [4.4091, -0.6496, -4.4512], [2.0162, -2.2140, -3.3303], [2.3248, -1.9015, -5.0377], [2.8336, 3.4455, -2.1526], [1.9507, 3.0196, -3.6239], [4.6868, 1.8440, -2.8779], [4.4865, 3.2501, -3.9243], [3.8631, 1.6839, -4.4440], [-1.8568, 1.1822, -4.1671], [-0.8518, -0.2508, -4.4065], [-0.4402, 2.4618, -5.7768], [-1.1330, 1.0273, -6.5375], [0.5658, 1.0290, -6.0424]], "charge": 2, "total_energy_ha": -2793.44878, "lumo_energy_ev": -5.552, "relative_energy_kcal_mol": 0.0}